(1)
{"formula": "C38H34Cl2N2O4", "method": "ωB97M-V/def2-TZVPD", "species": ["O", "C", "C", "C", "C", "C", "C", "C", "C", "O", "C", "C", "C", "C", "C", "C", "H", "H", "H", "H", "H", "H", "H", "H", "O", "C", "C", "C", "C", "C", "C", "C", "C", "O", "C", "C", "C", "C", "C", "C", "H", "H", "H", "H", "H", "H", "H", "H", "C", "C", "C", "C", "N", "H", "H", "H", "H", "H", "H", "H", "C", "C", "C", "C", "N", "H", "H", "H", "H", "H", "H", "H", "Cl", "C", "C", "Cl", "H", "H", "H", "H"], "positions_angstrom": [[-0.98251, -7.42972, 0.17968], [0.06438, -8.01973, 0.11173], [0.53027, -8.90821, 1.17912], [-0.27788, -9.26009, 2.28025], [0.05899, -10.31898, 3.09392], [1.26005, -11.04682, 2.90730], [2.14039, -10.63847, 1.90717], [1.84599, -9.60394, 1.06116], [2.69915, -9.34448, -0.09337], [3.81301, -9.90280, -0.06979], [2.16332, -8.44666, -1.20772], [2.93717, -8.26222, -2.31838], [2.42357, -7.49647, -3.44048], [1.20184, -7.02006, -3.42814], [0.44029, -7.15464, -2.24343], [0.90601, -7.83327, -1.13610], [-1.20447, -8.73504, 2.45955], [-0.68983, -10.52217, 3.84520], [1.41307, -11.94649, 3.48485], [2.96846, -11.25964, 1.59922], [3.94117, -8.63439, -2.45930], [3.10865, -7.39570, -4.26928], [0.66420, -6.41295, -4.14141], [-0.57517, -6.78767, -2.26799], [-4.72803, -2.28996, 6.36627], [-5.19075, -1.18790, 6.41206], [-5.61920, -0.45169, 5.09512], [-5.83783, -1.19597, 3.96002], [-6.34118, -0.53016, 2.79483], [-6.71164, 0.78605, 2.75913], [-6.58656, 1.48784, 3.96304], [-6.12543, 0.87324, 5.12789], [-6.03488, 1.72737, 6.38870], [-6.53019, 2.84477, 6.30795], [-5.43442, 1.11527, 7.54499], [-4.88985, 1.86798, 8.60491], [-4.26889, 1.28775, 9.74059], [-4.10449, -0.06419, 9.85842], [-4.47088, -0.83860, 8.78369], [-5.05938, -0.24664, 7.62345], [-5.56999, -2.24165, 3.92520], [-6.34308, -0.93894, 1.79518], [-7.04035, 1.26981, 1.85121], [-6.75231, 2.55494, 3.94770], [-5.23198, 2.88930, 8.52587], [-4.06044, 1.97935, 10.54349], [-3.67534, -0.47170, 10.76185], [-4.36777, -1.90795, 8.89448], [8.86078, 10.35068, -11.05013], [9.35957, 9.47054, -9.98154], [8.34519, 8.22592, -9.92693], [6.87894, 8.44760, -9.70409], [5.73240, 8.61078, -9.44061], [8.73243, 9.74337, -11.94613], [9.34651, 11.31986, -11.16349], [7.82053, 10.62362, -10.87269], [9.43683, 9.87886, -8.97386], [10.37424, 9.13084, -10.18923], [8.51776, 7.61504, -9.04084], [8.55326, 7.55816, -10.76293], [-0.56192, 1.78646, -3.91629], [-0.52933, 3.03548, -4.76527], [0.68667, 3.99825, -4.46611], [1.98610, 3.39825, -4.88043], [3.03494, 2.97145, -5.15705], [-1.50752, 1.29990, -4.15543], [-0.61896, 1.96519, -2.84256], [0.16953, 1.04948, -4.24785], [-1.51648, 3.49756, -4.77624], [-0.43738, 2.78562, -5.82226], [0.80942, 4.13842, -3.39215], [0.75178, 4.98204, -4.93088], [-0.03249, 5.15954, 4.00474], [-0.90077, 6.60441, 3.45430], [-0.08011, 7.86147, 3.52340], [-0.97711, 9.22825, 2.97083], [-1.86917, 6.69623, 3.94610], [-1.24549, 6.57279, 2.42073], [0.84131, 7.86685, 2.94110], [0.16367, 8.18903, 4.53403]], "total_charge": 0, "multiplicity": 1, "fmax_ha_per_bohr": 0.089, "e_tot_ev": -76169.988, "homo_ev": -9.6}

(2)
{"formula": "C16H29O2", "method": "ωB97M-V/def2-TZVPD", "species": ["H", "C", "C", "O", "C", "H", "H", "H", "H", "H", "C", "C", "C", "C", "C", "C", "C", "C", "C", "O", "C", "C", "C", "C", "H", "H", "H", "H", "H", "H", "H", "H", "H", "H", "H", "H", "H", "H", "H", "H", "H", "H", "H", "H", "H", "H", "H"], "positions_angstrom": [[0.57788, 0.51353, 1.06943], [3.12249, -2.44494, 1.56902], [2.03227, -3.28381, 1.90348], [1.83241, -3.76982, 3.02896], [1.10851, -3.52361, 0.68324], [3.14917, -2.07339, 0.53884], [3.72301, -1.95067, 2.35399], [0.20769, -2.92505, 0.89266], [1.55963, -3.19888, -0.26090], [0.81171, -4.55130, 0.53728], [-1.23021, 1.13574, -3.42317], [-0.23375, 1.65581, -2.40202], [1.23791, 1.17649, -2.57913], [1.85296, 1.30263, -1.15004], [0.72525, 1.91136, -0.27254], [-0.57515, 1.37440, -0.93224], [-0.94939, -0.14343, -0.68021], [-2.38431, -0.26231, -0.16013], [-2.60425, -1.28486, 0.95044], [-1.76026, -1.53231, 1.80652], [-3.97863, -1.88932, 0.90202], [0.80592, 1.54200, 1.16848], [2.21891, 1.70529, 1.72495], [-0.26783, 1.91402, 2.19536], [-1.15421, 0.03228, -3.47047], [-2.25175, 1.43244, -3.12637], [-0.94664, 1.55953, -4.40433], [-0.20148, 2.75896, -2.43155], [1.24571, 0.10193, -2.83469], [1.75313, 1.74608, -3.38837], [2.14308, 0.31237, -0.74594], [2.75434, 1.93463, -1.25207], [0.75122, 2.99925, -0.45396], [-1.43193, 1.96771, -0.59090], [-0.87835, -0.68890, -1.63969], [-0.22719, -0.62192, 0.00772], [-2.75327, 0.69852, 0.23757], [-3.05990, -0.49947, -0.99562], [-4.72455, -1.09462, 0.74601], [-4.02998, -2.59667, 0.05919], [-4.18728, -2.42199, 1.83074], [2.22581, 1.41912, 2.77624], [2.91778, 0.97393, 1.31768], [2.67689, 2.69756, 1.53867], [0.22034, 2.03295, 3.17020], [-0.85349, 2.78671, 1.89226], [-0.97024, 1.07199, 2.29339]], "total_charge": 0, "multiplicity": 2, "fmax_ha_per_bohr": 0.034, "e_tot_ev": -21155.110, "homo_ev": [-9.6, -9.5]}